78
Properties=species:S:1:pos:R:3:forces:R:3:lowdin_charge:R:1 method="wB97M-V/def2-TZVPD" total_charge=+1 energy_ev=-73469.1339 orbital_gap_ev=7.6820
Bi 0.205795 0.305496 0.056045 -0.234 -0.083 -0.159 1.556
S -0.410666 -2.243871 -0.085348 0.126 0.094 0.364 0.615
S 6.817034 -1.653962 6.255142 -0.291 0.166 0.155 1.019
P -1.121689 -1.467777 -2.649909 0.163 0.149 -1.584 0.965
O 7.245844 -3.061975 4.074015 0.363 -0.182 -0.177 0.042
O -0.356405 -2.641869 1.353544 0.289 -0.851 0.510 -0.591
N -2.127617 1.733319 -0.011355 0.054 -0.208 -0.435 -0.148
N -1.252173 -0.176444 1.898588 0.253 -0.356 -0.072 -0.228
N 1.185622 -2.353788 -0.801884 -0.250 0.355 0.231 -0.331
N -0.013246 2.315235 1.670760 0.363 -0.069 -0.224 -0.182
C 0.666277 -2.812380 -4.521585 -0.009 0.194 0.112 -0.101
C 0.578798 -2.080804 -3.183687 -0.158 -0.075 0.105 -0.491
C -1.159455 0.033800 -5.265542 0.079 0.028 0.202 -0.107
C 5.063321 -0.027426 4.943544 -0.030 -0.109 0.001 -0.087
C -0.953932 0.561839 3.112080 0.028 0.433 0.233 -0.169
C 3.549233 -2.134870 3.932777 0.004 0.059 -0.027 -0.006
C 7.755105 -2.628019 5.065724 -0.497 0.206 -0.021 -0.732
C -3.121913 1.115987 0.849582 -0.181 -0.465 0.260 -0.181
C -3.330073 -3.037114 -2.074276 0.158 -0.127 -0.047 -0.135
C 9.184994 -2.752523 5.476845 0.207 -0.211 -0.103 -0.072
C -0.443876 3.402561 0.805745 -0.191 0.280 -0.081 -0.214
C -2.219132 -2.927645 -3.122221 0.034 0.355 0.341 -0.530
C -0.806390 2.074616 2.867359 -0.088 -0.360 0.249 -0.163
C -1.465346 0.021992 -3.773444 0.119 -0.299 0.402 -0.549
C -2.627716 -0.220278 1.432452 -0.357 0.249 -0.064 -0.189
C 4.037614 0.228643 4.059471 -0.066 -0.019 -0.054 -0.027
C 4.576081 -2.389347 4.822397 -0.096 0.058 -0.003 -0.078
C -2.910642 0.459805 -3.520378 0.175 0.036 0.042 -0.135
C 3.302070 -0.827348 3.513770 0.350 -0.036 0.400 -0.251
C -2.801452 -2.956770 -4.530706 0.219 -0.032 0.088 -0.100
C 5.353873 -1.340186 5.291056 0.412 -0.114 0.209 -0.516
C 1.157755 -3.003748 -2.096802 -0.009 -0.010 -0.521 -0.326
C -1.847159 3.144699 0.195937 0.288 0.394 0.203 -0.190
C 1.640325 -0.239576 1.571500 0.256 -0.190 0.113 -0.275
C 2.365146 -0.545108 2.489676 -0.153 0.170 -0.324 -0.106
H -0.471787 4.361025 1.337561 0.044 0.000 -0.113 0.126
H 1.778037 -2.841633 -0.141583 0.083 0.070 0.261 0.087
H 3.830570 1.244318 3.751481 -0.023 0.008 -0.037 0.114
H -3.534030 -2.166616 -4.666391 -0.082 0.094 -0.063 0.066
H -2.297740 1.518607 -0.985328 -0.195 0.147 0.026 0.077
H -1.721821 0.391849 3.872550 0.033 -0.027 0.029 0.135
H 1.711482 -3.011716 -4.753559 0.075 -0.054 -0.085 0.086
H -0.912885 -1.161111 2.001601 -0.137 0.325 0.083 0.042
H -2.032681 -2.858005 -5.290477 0.018 -0.002 -0.115 0.057
H -3.919685 -3.934336 -2.249796 -0.114 -0.091 0.007 0.082
H 5.657636 0.781389 5.337850 0.111 0.065 0.021 0.107
H -1.781607 2.540598 2.749678 0.018 0.077 0.009 0.104
H 0.582016 -3.940223 -2.064524 0.030 0.011 -0.070 0.114
H 0.000655 0.181850 3.477416 -0.159 -0.023 0.071 0.106
H 2.187172 -3.258636 -2.369714 -0.093 0.003 0.034 0.130
H -2.671224 -0.983646 0.651428 -0.062 -0.055 0.023 0.090
H 9.753948 -1.987731 4.948786 0.016 0.067 0.003 0.097
H 0.294060 3.486068 0.003461 -0.013 0.045 0.057 0.106
H -3.364794 1.796634 1.665818 -0.040 0.025 -0.094 0.110
H -2.907725 -3.102618 -1.071764 -0.089 0.006 0.051 0.037
H -1.563644 -3.799260 -2.994502 -0.012 0.136 -0.009 0.096
H -1.748717 -0.698115 -5.808251 -0.015 -0.111 -0.075 0.067
H -3.029757 1.529262 -3.690048 -0.040 0.085 -0.050 0.082
H 4.788580 -3.401528 5.126320 0.050 -0.062 0.024 0.117
H -1.889893 3.687122 -0.750378 -0.078 -0.017 0.055 0.125
H 0.150418 -3.767902 -4.473334 -0.068 -0.118 -0.042 0.078
H -3.583228 -0.054980 -4.199854 -0.150 -0.055 -0.007 0.071
H -0.102868 -0.132257 -5.455397 0.065 -0.038 -0.105 0.068
H -1.414969 1.016805 -5.660520 0.007 0.088 -0.097 0.084
H 2.956472 -2.948380 3.539738 -0.030 -0.012 -0.053 0.122
H 9.293238 -2.594196 6.544208 0.091 0.019 0.133 0.065
H 0.242525 -2.233003 -5.334235 -0.007 -0.017 -0.098 0.053
H 9.583072 -3.724590 5.193738 -0.058 -0.033 -0.019 0.093
H -0.799695 0.766011 -3.301171 -0.088 -0.106 -0.058 0.081
H 0.968592 2.401900 1.906670 -0.013 0.111 0.035 0.111
H -4.054979 0.909504 0.312816 0.055 0.114 0.071 0.130
H -3.223799 0.229302 -2.500793 -0.149 0.023 0.093 0.041
H -0.340230 2.514269 3.754632 -0.091 0.048 -0.087 0.134
H -2.606741 3.590735 0.846270 0.008 -0.093 -0.114 0.118
H 1.200531 -1.174943 -3.220269 -0.025 -0.067 0.057 0.111
H -3.300911 -0.523837 2.239562 -0.039 -0.071 -0.045 0.136
H -4.002413 -2.182939 -2.119967 -0.094 0.124 -0.008 0.069
H -3.309703 -3.906497 -4.691670 -0.068 -0.069 -0.017 0.087

86
Properties=species:S:1:pos:R:3:forces:R:3:lowdin_charge:R:1 method="wB97M-V/def2-TZVPD" total_charge=+1 energy_ev=-186934.0497 orbital_gap_ev=8.5738
Cl 8.513216 -3.221713 0.480973 0.050 -0.033 -0.014 0.550
Cl -0.371383 -3.301752 -1.503948 -0.210 0.077 0.025 0.546
Cl -4.027115 4.037327 -3.217211 -0.032 1.441 -0.352 0.676
Cl 3.846607 0.471647 2.187662 0.063 -0.087 0.022 0.576
Cl 1.459095 -2.269166 -4.196080 -0.057 0.037 0.027 0.538
Cl 9.023597 -0.031509 1.586013 0.023 -0.009 -0.042 0.544
Cl 0.787914 -1.991410 3.740521 -0.106 0.003 -0.088 0.551
Cl 12.552895 -4.250180 -4.198485 -0.012 0.014 -0.035 0.537
Cl 4.154668 -0.296326 -1.129256 0.113 -0.061 0.032 0.574
Cl -6.252375 5.760346 -1.285859 -0.011 -0.090 0.004 0.539
Cl 9.236577 -3.506867 -4.530539 -0.011 -0.022 -0.037 0.531
Cl -1.453357 -0.346848 5.719607 0.312 -0.351 0.138 0.617
O -3.523062 1.595336 3.024478 -0.070 -1.236 -0.393 -0.162
O -0.257648 0.034346 0.057246 -1.707 -1.104 1.063 -0.126
N -6.874905 0.736176 -0.978600 -3.881 1.364 3.842 0.072
N -6.418700 0.799559 1.201454 -0.640 0.353 -0.793 0.106
N -5.550729 0.431732 -0.820274 1.081 -0.257 -0.471 -0.014
N -3.935526 0.230821 1.034396 0.041 0.402 1.984 0.000
C 2.080001 -2.997449 -2.693572 0.050 -0.085 0.173 -0.670
C -3.448488 -0.597218 -4.830175 -1.900 1.239 3.588 -0.026
C -4.896307 -1.338366 -2.660760 1.251 1.685 -1.870 0.007
C -3.994962 5.779745 -2.838269 0.106 0.507 0.020 -0.605
C 0.292784 -0.016485 5.573723 0.341 0.095 -0.009 -0.616
C -5.160530 0.465489 0.566068 -5.482 1.036 -3.318 -0.165
C -4.213656 -1.715950 -4.025657 0.388 3.999 1.326 -0.035
C -5.324282 1.846545 4.856891 0.171 -1.329 -1.034 -0.075
C -7.510773 1.006953 0.288730 7.625 -2.077 -0.587 0.039
C -1.319711 0.324125 1.035819 -0.068 -0.430 -0.640 -0.189
C 3.678866 1.586875 0.807233 -0.018 0.243 -0.249 -0.633
C -4.504844 6.069060 -1.440534 0.197 0.020 -0.001 -0.655
C 10.095528 -3.933221 -3.028937 0.074 -0.011 0.269 -0.674
C -3.431129 0.857322 -4.255885 -1.618 -2.175 2.072 -0.041
C 7.468869 -0.894974 1.482442 -0.196 -0.062 0.038 -0.681
C -3.761259 1.713564 4.450276 -0.293 1.256 1.547 -0.257
C 7.616716 -2.376139 1.767340 -0.182 0.129 0.195 -0.656
C 3.067293 0.912292 -0.402684 -0.254 0.143 0.089 -0.646
C 1.131874 -4.034345 -2.125554 0.462 -0.161 -0.111 -0.639
C 11.518560 -3.411648 -3.015459 -0.091 0.085 0.170 -0.667
C 0.803624 -0.262764 4.169573 0.162 0.198 0.149 -0.672
C -4.124060 1.217087 -2.896434 -0.501 -3.785 -0.771 -0.076
C -2.701780 -0.062949 0.257968 1.672 -0.050 -0.841 -0.086
C -4.882210 0.129331 -2.091341 2.904 -1.701 -4.289 -0.180
C -3.810687 0.271048 2.541119 -1.509 -0.851 1.503 -0.169
H -2.908873 -0.795673 -5.816931 -0.970 0.164 1.666 0.101
H 0.441212 1.031771 5.840144 -0.051 -0.081 -0.087 0.080
H 1.603985 -4.547409 -1.285559 -0.035 0.130 -0.048 0.077
H -2.620322 0.520456 -0.738516 -0.546 -0.984 1.730 0.136
H -1.245745 1.437836 1.259493 -0.288 -1.591 -0.094 0.142
H -1.156291 -0.346184 1.962294 -0.387 1.271 -1.358 0.097
H 11.556402 -2.342148 -3.231044 -0.054 -0.176 -0.056 0.070
H -2.628039 -1.194675 0.016685 -0.318 1.769 0.352 0.145
H -4.832339 -0.052131 2.986548 1.502 0.500 -0.976 0.139
H 2.861038 1.655492 -1.175401 0.091 -0.021 0.102 0.080
H 6.631268 -2.842756 1.824369 0.060 0.104 -0.068 0.072
H -3.081288 -0.540755 2.931284 -0.764 1.510 -0.987 0.148
H 11.964224 -3.577329 -2.032635 -0.106 -0.044 -0.076 0.072
H 0.212032 0.275760 3.427831 0.050 -0.061 0.140 0.043
H 3.035138 2.404710 1.137679 0.007 -0.125 -0.055 0.075
H 2.269640 -2.193932 -1.980549 -0.078 -0.091 -0.115 0.016
H 10.064275 -5.018332 -2.917085 0.067 0.133 -0.118 0.071
H -3.987396 5.466718 -0.691183 -0.100 0.024 -0.138 0.070
H -4.106041 2.281686 -2.469372 0.041 -2.631 -0.541 -0.059
H -5.644105 2.903379 5.135859 0.603 -1.540 -0.227 0.079
H 0.814574 -0.631819 6.309027 -0.131 -0.003 -0.160 0.075
H 9.530836 -3.489670 -2.205727 0.118 0.033 -0.105 0.024
H -4.580595 6.302303 -3.596365 -0.007 -0.155 0.119 0.077
H 2.130263 0.412863 -0.151414 0.138 0.049 0.024 0.042
H -3.221980 0.878795 5.015223 -1.128 1.292 -0.997 0.006
H 4.664655 1.998860 0.584525 -0.085 -0.153 0.042 0.073
H 8.133018 -2.554263 2.712571 0.026 0.069 -0.189 0.072
H -2.956003 6.103621 -2.927888 -0.096 -0.071 0.072 0.080
H -4.347165 7.121971 -1.199658 -0.014 -0.090 -0.121 0.078
H 1.840084 0.073159 4.087749 -0.163 -0.044 0.070 0.025
H -7.436492 0.805458 -1.835185 1.435 -0.308 -0.071 0.181
H -3.272406 2.710240 4.780005 -0.488 -1.748 -0.808 0.136
H -4.252754 -2.787542 -4.435513 0.025 1.908 0.873 0.101
H -5.552471 1.061956 5.673438 0.180 1.568 -1.152 0.088
H -8.577324 1.305469 0.540677 1.764 -0.541 -0.570 0.156
H -2.907139 1.739691 -4.781525 -0.886 -1.830 0.792 0.091
H 6.805699 -0.440497 2.221403 0.071 -0.118 -0.034 0.044
H 0.859654 -4.782545 -2.872299 -0.079 0.201 0.075 0.073
H 3.035244 -3.465149 -2.940895 -0.138 -0.030 0.033 0.080
H -5.439047 -2.194278 -2.107641 0.951 1.702 -0.852 0.105
H -0.404468 -0.933241 -0.123964 0.704 1.149 -0.086 0.042
H -5.921365 1.535102 3.913849 0.730 0.575 1.579 0.060
H 7.047202 -0.716411 0.491676 0.112 -0.074 0.090 0.052